[1]
Below is C35H70Cl38N2O3P as an isolated structure in a non-equilibrium geometry, with properties calculated with ωB97M-V with the def2-TZVPD basis set.

```
149
Properties=species:S:1:pos:R:3:forces:R:3
C 2.79038 -0.46513 3.35885 -0.140 0.038 0.098
C 4.00135 0.16843 2.72721 -0.004 0.014 0.029
C 4.14623 1.65331 2.94001 -0.093 0.092 0.006
C 4.90343 -0.50080 2.01785 0.087 -0.054 -0.127
C 4.89074 -1.94798 1.62503 0.114 -0.021 0.099
C 4.92536 -2.18602 0.10572 -0.255 -0.075 -0.061
C 3.71353 -1.71997 -0.72605 0.117 -0.105 -0.087
C 3.78794 -0.22655 -1.06654 0.055 0.018 0.068
C 2.40204 -2.16980 -0.08629 -0.294 -0.154 0.201
C 1.14776 -1.90244 -0.93319 -0.086 -0.238 -0.276
C -0.11516 -1.73068 -0.09148 0.031 -0.071 0.470
C -0.60192 -3.06320 0.47930 -0.373 0.125 -0.088
C -1.72469 -2.89240 1.51646 0.046 0.049 0.190
P -0.82561 -2.87687 3.16094 0.099 0.211 -0.076
C -0.84793 -4.66705 3.46971 0.196 -0.281 -0.048
O -1.99977 -2.45275 4.24983 -0.090 0.273 -0.167
C -2.61173 -1.64423 1.36831 0.007 -0.114 0.271
N -2.35524 -0.74270 0.15959 -0.070 -0.222 0.045
C -1.31100 -1.19971 -0.85494 -0.008 0.097 -0.177
O -1.00351 -0.11606 -1.66217 -0.083 0.094 -0.096
N -2.09693 0.03907 -2.73240 0.093 -0.450 0.043
O -1.62078 0.11529 -3.76102 -0.009 0.331 0.048
H 1.92557 -0.45329 2.68324 0.050 0.041 0.027
H 2.95354 -1.49996 3.66188 0.002 0.041 -0.053
H 2.49351 0.10055 4.24661 0.036 -0.075 -0.013
H 3.16520 2.13792 2.96538 0.041 -0.024 -0.018
H 4.63458 1.87968 3.89267 -0.044 -0.023 -0.017
H 4.72137 2.11897 2.13818 0.061 -0.036 0.084
H 5.76450 0.05962 1.65273 -0.080 0.003 -0.100
H 4.04766 -2.47608 2.07859 0.012 0.049 -0.064
H 5.79242 -2.42330 2.02987 -0.036 0.008 -0.010
H 5.02241 -3.26676 -0.04862 0.168 0.074 -0.016
H 5.81393 -1.70584 -0.31288 -0.025 -0.201 0.098
H 3.79710 -2.27394 -1.66832 -0.107 0.102 -0.028
H 4.49394 -0.06490 -1.88772 0.021 -0.036 0.061
H 4.13905 0.36110 -0.21780 -0.108 0.003 0.005
H 2.82882 0.18193 -1.38885 0.076 -0.036 0.052
H 2.29528 -1.74171 0.91801 -0.036 0.170 -0.150
H 2.44539 -3.25747 0.06262 0.203 0.236 0.134
H 1.27704 -1.05970 -1.61272 0.010 0.063 0.178
H 0.98331 -2.78599 -1.56039 0.071 0.213 -0.162
H 0.07909 -1.05235 0.75588 0.121 0.115 -0.193
H 0.24563 -3.61451 0.90136 -0.029 0.097 0.061
H -0.98299 -3.64812 -0.36390 0.136 0.210 0.366
H -2.37726 -3.76806 1.47705 -0.058 0.063 0.009
H -0.91249 -5.23313 2.53728 0.090 0.002 0.055
H -1.71776 -4.91782 4.07967 0.015 0.039 -0.035
H 0.05849 -4.96518 3.99705 -0.120 -0.082 0.034
H -1.81935 -1.54896 4.54438 -0.073 -0.115 0.193
H -3.66020 -1.93094 1.32619 0.046 0.067 -0.115
H -2.51293 -0.99309 2.23937 0.004 0.038 -0.091
H -2.05061 0.18009 0.47447 0.083 -0.053 -0.003
H -3.23757 -0.59525 -0.33255 -0.073 -0.006 0.068
H -1.77585 -2.00499 -1.43688 -0.054 0.008 0.070
C 9.46739 -1.66436 -0.73013 -0.004 -0.057 0.026
Cl 9.05313 -3.02582 0.31559 -0.003 0.009 -0.001
Cl 8.02696 -0.94265 -1.47363 0.100 0.138 -0.080
H 9.95229 -0.90257 -0.13280 -0.015 0.011 0.003
H 10.11656 -2.01414 -1.52165 -0.018 -0.016 -0.008
C 0.11320 -6.01034 -0.51311 0.043 -0.051 0.174
Cl -0.30586 -5.08172 -1.95585 0.206 -0.589 -0.534
Cl 1.82184 -5.87421 -0.08127 -0.059 -0.124 -0.087
H -0.45000 -5.61165 0.32272 -0.114 -0.079 -0.065
H -0.14051 -7.04856 -0.68825 0.104 -0.015 -0.056
C 2.66117 2.44873 -3.37110 0.000 -0.001 -0.021
Cl 3.22782 3.62090 -2.17756 0.006 -0.005 0.016
Cl 1.16324 1.65191 -2.85768 0.012 0.049 -0.044
H 2.47066 2.96749 -4.30321 -0.004 0.011 0.004
H 3.41972 1.68325 -3.48586 0.001 -0.009 0.003
C 1.82530 7.01530 -3.37857 -0.085 0.051 -0.020
Cl 2.38532 6.79852 -5.05038 0.074 -0.037 0.014
Cl 2.51344 8.46242 -2.64130 0.139 -0.012 0.041
H 0.74790 7.13061 -3.40201 0.055 -0.036 0.008
H 2.12774 6.14613 -2.80822 0.017 -0.001 0.002
C 5.77572 -2.38195 -4.19202 0.014 0.042 0.087
Cl 5.40306 -3.85510 -3.29339 0.024 -0.068 -0.033
Cl 4.31244 -1.53873 -4.73379 -0.023 0.011 -0.002
H 6.32245 -1.71764 -3.53442 0.018 -0.005 -0.009
H 6.36215 -2.64818 -5.06237 -0.037 0.000 -0.029
C -3.64674 -3.76234 -3.73666 0.078 -0.036 -0.132
Cl -2.39186 -4.47424 -4.75297 -0.077 0.048 0.094
Cl -3.76913 -4.54569 -2.14680 -0.034 0.109 0.051
H -3.40064 -2.71971 -3.57673 -0.036 0.028 -0.002
H -4.60124 -3.86461 -4.23811 -0.003 -0.028 0.004
C -7.22647 -1.94514 1.51250 6.384 -1.435 -1.040
Cl -6.06460 -1.07723 0.47645 4.350 0.486 1.266
Cl -6.57309 -2.27954 3.11348 -0.087 0.170 0.062
H -8.10483 -1.31987 1.60889 7.624 0.873 -1.437
H -7.45332 -2.88792 1.02930 0.132 0.183 0.689
C 0.41427 9.98342 -5.39996 0.079 0.010 -0.006
Cl -0.73030 9.77002 -6.73063 -0.063 -0.006 0.019
Cl -0.40059 10.09981 -3.83177 -0.174 -0.044 0.010
H 1.07626 9.12617 -5.37596 -0.001 0.013 -0.015
H 0.96636 10.90106 -5.56157 -0.032 0.025 0.019
C -2.24529 -6.47781 6.73979 0.057 0.013 -0.105
Cl -1.89117 -7.80982 5.63244 0.008 0.018 -0.009
Cl -0.78003 -5.61170 7.23463 -0.013 0.039 0.016
H -2.89465 -5.77472 6.23150 -0.011 0.008 0.012
H -2.72241 -6.86441 7.62891 0.073 -0.111 -0.060
C 1.72888 12.41384 -1.65474 -0.077 -0.066 0.000
Cl 2.39020 12.32451 -3.29312 0.109 0.057 -0.042
Cl 2.25079 13.86183 -0.79226 0.010 0.009 -0.009
H 0.64864 12.42919 -1.73259 -0.002 -0.001 -0.001
H 2.07298 11.54533 -1.10653 0.001 -0.004 0.000
C -0.02155 6.40374 -7.88684 -0.025 -0.007 0.081
Cl -0.57469 4.84376 -8.52860 -0.019 0.056 -0.020
Cl 1.18960 7.17262 -8.91282 0.024 -0.021 -0.013
H -0.87822 7.06192 -7.80960 0.008 -0.007 -0.033
H 0.42313 6.22207 -6.91546 -0.015 0.006 -0.013
C -1.90960 5.07783 -4.59411 -0.067 0.030 -0.166
Cl -0.33735 4.34309 -4.91288 0.015 -0.112 0.091
Cl -1.74838 6.76661 -4.09332 -0.081 0.046 0.012
H -2.48677 5.05366 -5.51280 0.026 0.007 -0.019
H -2.40208 4.52632 -3.80260 0.035 0.015 0.035
C -3.54704 -4.40526 9.93472 0.293 -0.138 -0.128
Cl -4.45745 -5.68530 9.09925 -0.150 0.140 0.147
Cl -3.47848 -4.66139 11.67348 0.257 -0.320 -0.064
H -2.53693 -4.40643 9.54146 0.021 -0.053 0.013
H -4.05204 -3.46549 9.74347 0.108 -0.187 -0.009
C -4.33525 -0.58079 5.37121 0.038 -0.085 -0.074
Cl -3.23044 0.60878 4.64215 -0.021 0.044 -0.032
Cl -3.72621 -1.15277 6.92197 0.002 0.006 0.030
H -5.30199 -0.11184 5.50555 0.029 0.043 0.046
H -4.38760 -1.42744 4.69943 -0.005 -0.021 -0.017
C -6.94696 -4.71699 -0.39472 0.032 -0.328 -0.126
Cl -8.42971 -5.66123 -0.53275 0.004 0.054 0.036
Cl -6.00114 -5.15185 1.04233 0.046 0.020 -0.082
H -6.33361 -4.90146 -1.26783 -0.021 0.006 0.011
H -7.22115 -3.67349 -0.31540 0.126 -0.239 -0.363
C -9.38429 -0.73409 0.54502 -1.176 0.253 -1.192
Cl -8.24441 -1.42537 -0.62627 -4.211 0.137 -2.795
Cl -9.28421 -1.53877 2.11249 -13.137 -0.205 4.605
H -9.13427 0.31109 0.67576 0.030 0.085 0.079
H -10.38433 -0.85930 0.14946 -0.040 0.008 0.168
C 13.19300 -1.53850 -3.06433 0.012 0.006 -0.001
Cl 11.62369 -1.55675 -3.88462 -0.007 0.001 0.003
Cl 13.02891 -1.54340 -1.30326 0.018 -0.004 0.010
H 13.73909 -2.42660 -3.35606 -0.006 -0.006 -0.004
H 13.71523 -0.63553 -3.35408 -0.003 0.004 -0.004
C -5.46480 -1.03878 10.21314 -0.175 0.015 0.060
Cl -5.55430 -2.47813 11.23721 -0.550 0.603 0.184
Cl -5.16277 0.43845 11.13038 0.013 -0.018 0.001
H -4.65008 -1.17786 9.51614 0.045 0.046 -0.036
H -6.40890 -0.93118 9.69284 -0.003 0.012 -0.007
C -4.26855 8.19850 -6.25861 0.023 0.067 0.045
Cl -5.17432 9.64612 -6.69468 -0.004 -0.003 -0.027
Cl -3.65445 7.33020 -7.67883 0.005 -0.053 0.050
H -3.42043 8.49236 -5.65247 0.023 0.019 -0.038
H -4.92843 7.53050 -5.71836 -0.009 -0.005 -0.011
```
Forces are in eV/Å.

total charge: +1
E_LUMO: -3.85 eV
ΔE to the lowest compared entry with this formula, charge and spin: 522.2 kJ/mol
spin multiplicity: 1
calculated total energy: -531679.938 eV
Kohn-Sham gap: 6.39 eV

Atom charges from the Löwdin analysis, given in e for atoms 1 to 6: -0.072 -0.349 -0.067 -0.100 -0.180 -0.183


[2]
Below is a 10-piece molecular cluster, C35H70O25S5 overall in a non-equilibrium geometry, with properties calculated with ωB97M-V with the def2-TZVPD basis set.

```
135
Properties=species:S:1:pos:R:3:forces:R:3
O -0.17952 1.41646 -3.51182 -0.195 -0.243 -2.144
C -0.42209 1.51455 -4.70095 -1.857 0.259 1.060
O -0.84983 0.45677 -5.49990 0.208 0.949 1.676
C -1.21555 0.92975 -6.80149 2.171 -0.619 -0.368
C -0.42879 2.25814 -6.94694 -1.554 -1.294 -1.391
C -0.43537 2.80227 -5.56138 1.909 0.205 -0.116
H -2.29137 0.93984 -6.97641 0.022 0.299 0.388
H -0.74228 0.19899 -7.45731 -0.496 -0.068 -0.320
H -0.99273 2.74390 -7.74325 0.455 0.890 0.212
H 0.59219 2.05860 -7.27232 -0.179 -0.129 -0.175
H -1.09325 3.66659 -5.47057 -0.543 -0.656 0.925
H 0.56678 3.19852 -5.39774 -0.026 0.377 0.324
O 8.19163 5.52148 0.15719 -0.490 -2.729 1.334
C 7.73975 4.42402 0.48345 -0.580 2.352 -2.229
O 8.07321 3.27745 -0.19019 0.937 1.060 -0.473
C 7.14233 2.25226 -0.00951 -0.986 -1.719 1.525
C 6.00189 2.88712 0.77705 -1.318 -1.923 -0.926
C 6.52657 4.10509 1.35562 1.205 0.957 0.317
H 7.57929 1.40731 0.52269 0.311 0.182 0.177
H 6.69578 1.77561 -0.88214 0.669 0.618 -0.696
H 5.57594 2.29989 1.59057 -0.079 -0.575 -0.522
H 5.22752 3.12540 0.04790 -0.296 -0.071 0.128
H 6.91403 3.79574 2.32633 -0.230 0.996 0.482
H 5.69944 4.81011 1.27261 0.854 0.798 0.889
O 6.19934 -0.69764 0.93360 -2.334 -2.547 -2.068
C 5.51144 -1.56389 0.35186 2.421 1.479 2.371
O 5.31647 -1.57074 -0.98518 1.394 1.980 -0.003
C 4.62849 -2.68964 -1.43120 -0.254 -1.721 0.012
C 3.89495 -3.07622 -0.20672 -3.536 -1.416 0.580
C 4.78452 -2.77634 0.96605 -0.397 0.233 -0.620
H 5.29763 -3.51093 -1.68777 0.547 0.179 -0.248
H 3.99709 -2.51697 -2.30276 0.095 0.547 0.170
H 3.46960 -4.07961 -0.18703 0.705 -0.538 -0.233
H 2.93301 -2.56440 -0.17845 0.155 0.966 0.205
H 5.31917 -3.70909 1.14557 1.016 0.521 0.040
H 4.25888 -2.57196 1.89881 0.090 0.407 -0.187
O 0.47363 -6.11610 3.99535 -0.378 -1.712 1.388
C 0.05521 -5.34153 3.19731 0.432 -2.800 1.382
O 0.82370 -4.33646 2.93635 0.018 3.041 -1.379
C 0.22812 -3.61312 1.84284 0.208 0.306 -1.024
C -0.84779 -4.57080 1.27872 0.767 1.629 -3.113
C -1.19045 -5.37290 2.40143 -0.984 -1.677 1.994
H 1.09340 -3.49219 1.19109 -0.442 0.526 -0.443
H -0.18882 -2.65071 2.13950 0.206 0.060 0.310
H -0.37341 -5.16630 0.49870 0.338 -0.366 0.126
H -1.72544 -4.23224 0.72806 0.094 1.086 0.322
H -1.52743 -6.36035 2.08602 0.165 -0.114 0.639
H -1.91118 -4.93906 3.09457 -0.520 0.150 -0.256
O -3.86366 -2.02424 3.46035 0.293 0.166 -0.216
C -2.79773 -1.92769 4.00846 -2.085 0.342 -0.392
O -2.32817 -2.95429 4.74039 0.906 1.022 -0.595
C -1.09520 -2.49903 5.33044 0.049 -1.668 1.641
C -0.70752 -1.15189 4.79100 0.335 0.987 -0.218
C -1.90194 -0.68872 4.03164 -1.444 -0.755 -0.541
H -0.41243 -3.34731 5.28193 0.387 0.353 -0.406
H -1.32699 -2.40913 6.39171 0.099 0.090 0.142
H 0.11706 -1.08067 4.08173 0.549 -0.304 0.733
H -0.68964 -0.45764 5.63112 1.235 -0.129 -0.055
H -1.74605 -0.39291 2.99419 0.122 0.007 0.247
H -2.38322 0.13513 4.55865 -0.471 -0.162 -0.218
O 1.39603 -0.03393 -0.28787 -0.946 1.032 1.365
S 0.19008 0.51492 0.32038 -0.480 0.163 -1.509
O -0.16449 0.29498 1.71037 0.923 0.086 -0.888
O 0.03010 2.16559 0.07910 -0.767 -2.203 -0.727
C 0.97388 3.05715 0.66617 1.091 -0.762 0.454
C 2.02282 3.44933 -0.37045 0.268 -0.168 0.810
C -1.21042 -0.07887 -0.68355 0.064 1.435 0.995
H 1.37334 2.50809 1.51884 0.440 0.385 0.252
H 0.41153 3.90085 1.06622 -0.031 0.059 -0.236
H 2.73188 4.17321 0.03121 -0.668 0.929 -0.060
H 1.45740 3.74302 -1.25484 0.623 0.255 -0.163
H 2.77619 2.68586 -0.56446 -0.753 -0.778 -0.388
H -1.62233 -0.93908 -0.15585 0.327 -0.063 -0.259
H -1.03508 -0.18956 -1.75365 0.557 -0.148 0.318
H -1.91973 0.74002 -0.56357 -0.152 -0.082 -0.003
O -0.15844 3.17930 6.95328 -0.907 1.867 -2.317
S -0.28897 4.14121 5.83531 1.448 -1.055 0.196
O -0.54393 5.54352 6.10828 0.158 -1.654 -0.333
O 1.12400 3.97035 4.96339 -1.963 0.217 -0.303
C 2.34282 4.10139 5.62346 1.997 0.774 2.530
C 3.50790 3.37985 4.98088 -0.429 -0.272 -1.434
C -1.39497 3.59170 4.41862 0.902 0.353 0.689
H 2.30452 3.82480 6.67709 -0.659 -0.898 -0.010
H 2.66942 5.12433 5.81057 -0.543 0.656 -0.855
H 4.20015 2.92279 5.68797 -0.203 0.097 -0.013
H 4.05212 4.02355 4.28980 0.209 0.281 0.277
H 3.11898 2.63153 4.29033 -0.033 -0.525 0.318
H -1.25548 2.53859 4.17449 -0.248 -0.118 0.731
H -1.09790 4.08279 3.49198 0.227 0.596 0.408
H -2.39600 3.91946 4.69901 0.066 -0.388 0.041
O -5.71520 -1.73182 -0.18911 2.803 -0.387 -2.568
S -4.57071 -1.66636 -1.13911 -2.680 0.478 2.461
O -3.27879 -2.24161 -0.75721 -1.858 0.486 -1.199
O -5.11388 -2.16443 -2.61507 -0.547 0.314 2.452
C -4.26328 -2.85657 -3.46212 1.644 -1.925 -2.280
C -4.98731 -3.85636 -4.43110 -0.924 0.250 0.597
C -4.41026 0.07667 -1.54948 0.406 -0.670 -0.845
H -3.55872 -3.51374 -2.95240 0.086 0.459 0.578
H -3.67754 -2.12435 -4.01788 0.059 0.022 -0.230
H -4.92160 -4.88759 -4.08419 0.191 0.114 0.280
H -4.67415 -3.89971 -5.47424 0.450 0.561 0.178
H -6.05634 -3.64439 -4.45005 -0.069 0.212 -0.024
H -4.15603 0.68885 -0.68420 0.040 -0.329 -0.089
H -5.30259 0.44241 -2.05753 -0.217 -0.314 0.410
H -3.64557 0.03385 -2.32505 0.390 0.542 0.173
O -1.02434 -7.89219 -3.22768 0.607 3.768 -2.292
S -0.86236 -6.66613 -4.07708 1.432 -1.716 1.926
O -1.99643 -6.07219 -4.73270 0.674 -0.499 -0.124
O -0.21670 -5.43766 -3.11386 -0.768 -3.961 -0.462
C -0.01878 -4.20123 -3.68964 -0.733 2.374 0.881
C 0.20674 -3.30380 -2.46584 1.271 0.880 0.003
C 0.65665 -6.93493 -5.21029 -1.272 0.482 0.193
H -0.91961 -3.82478 -4.17429 -0.075 -0.318 -0.389
H 0.82282 -4.17059 -4.38164 0.082 -0.030 0.017
H -0.44488 -3.44593 -1.60370 -0.347 -0.442 -0.408
H 0.18179 -2.23660 -2.68622 -0.240 0.045 -0.427
H 1.22682 -3.43037 -2.10316 0.105 -0.301 0.168
H 0.96972 -5.97369 -5.61784 -0.057 0.172 0.462
H 0.40204 -7.49931 -6.10737 -0.381 -0.396 0.434
H 1.44997 -7.40772 -4.63132 -0.336 0.053 0.088
O -4.90360 5.32364 -1.70237 1.603 0.061 1.632
S -3.71682 5.62178 -0.88752 -0.676 -0.045 -1.154
O -3.09318 6.92274 -1.08392 -0.456 -2.036 0.714
O -4.03414 5.47789 0.70631 0.122 -0.141 -1.392
C -5.09181 4.54851 1.21462 0.554 1.536 -0.714
C -5.00220 4.74298 2.69016 0.468 -0.959 0.685
C -2.48415 4.23212 -1.18347 -1.317 0.409 1.117
H -4.84767 3.54328 0.87111 -0.257 0.006 0.070
H -6.03797 4.93639 0.83721 0.044 -0.435 -0.278
H -5.15758 5.77127 3.01663 -0.154 -0.147 -0.180
H -4.01447 4.41475 3.01380 0.174 0.246 0.056
H -5.66933 4.04395 3.19456 -0.367 0.250 0.021
H -1.55962 4.50451 -0.67438 0.204 0.203 -0.857
H -2.54412 3.91335 -2.22410 0.634 0.793 -0.090
H -2.80044 3.33013 -0.65959 -0.522 0.174 0.358
```
Forces are in eV/Å.

E_LUMO: -0.27 eV
ΔE to the lowest compared entry with this formula, charge and spin: 332.1 kJ/mol
spin multiplicity: 1
calculated total energy: -142786.632 eV
SMILES: CCOS(C)(=O)=O.CCOS(C)(=O)=O.CCOS(C)(=O)=O.CCOS(C)(=O)=O.CCOS(C)(=O)=O.O=C1CCCO1.O=C1CCCO1.O=C1CCCO1.O=C1CCCO1.O=C1CCCO1
Kohn-Sham gap: 9.61 eV

Atom charges from the Löwdin analysis, given in e for atoms 1 to 6: 0.096 -0.397 -0.006 -0.155 -0.169 -0.084


Q: Among the records above, which one has the lowest Kohn-Sham gap?
A: C35H70Cl38N2O3P


Q: Number 2 is which compound?
A: C35H70O25S5


Q: Look up the calculated total energy of the second one.
A: -142786.632 eV